{
  "formula": "C51H68N6O27S4",
  "method": "the ωB97M-V functional and the def2-TZVPD basis",
  "species": ["O", "N", "O", "C", "C", "C", "C", "C", "C", "H", "H", "H", "H", "H", "O", "N", "O", "C", "C", "C", "C", "C", "C", "H", "H", "H", "H", "H", "O", "N", "O", "C", "C", "C", "C", "C", "C", "H", "H", "H", "H", "H", "O", "N", "O", "C", "C", "C", "C", "C", "C", "H", "H", "H", "H", "H", "O", "N", "O", "C", "C", "C", "C", "C", "C", "H", "H", "H", "H", "H", "O", "N", "O", "C", "C", "C", "C", "C", "C", "H", "H", "H", "H", "H", "C", "C", "O", "S", "C", "O", "O", "H", "H", "H", "H", "H", "H", "H", "H", "C", "C", "O", "S", "C", "O", "O", "H", "H", "H", "H", "H", "H", "H", "H", "C", "C", "O", "S", "C", "O", "O", "H", "H", "H", "H", "H", "H", "H", "H", "C", "C", "O", "S", "C", "O", "O", "H", "H", "H", "H", "H", "H", "H", "H", "C", "O", "C", "O", "O", "C", "H", "H", "H", "H", "H", "H"],
  "coordinates": [[-6.28378, 3.66652, 6.70850], [-5.15818, 3.27647, 6.51069], [-4.42392, 2.87297, 7.37349], [-4.69898, 3.22797, 5.12481], [-3.60894, 2.42064, 4.84754], [-3.16502, 2.26223, 3.53499], [-3.80719, 2.95454, 2.52570], [-4.86909, 3.82271, 2.78751], [-5.30223, 3.93917, 4.09874], [-3.06250, 1.91359, 5.62809], [-2.29930, 1.65879, 3.29876], [-3.61343, 2.76887, 1.47647], [-5.41680, 4.24671, 1.95922], [-6.26794, 4.35755, 4.36609], [-1.17673, -5.86875, -2.11382], [-1.81900, -4.85506, -1.87638], [-1.45409, -3.91460, -1.19421], [-3.19368, -4.77891, -2.43631], [-4.06144, -3.86566, -1.82664], [-5.36806, -3.77617, -2.31105], [-5.76375, -4.67572, -3.29065], [-4.91194, -5.62471, -3.82614], [-3.61537, -5.71969, -3.35361], [-3.79545, -3.30606, -0.94030], [-5.97672, -2.92520, -2.04201], [-6.79681, -4.69231, -3.61983], [-5.22208, -6.28868, -4.62101], [-2.93226, -6.49919, -3.66013], [-3.14971, -1.68838, -2.99169], [-2.67015, -0.88282, -3.75954], [-3.05251, 0.26590, -3.89220], [-1.56823, -1.31450, -4.62544], [-1.44434, -2.65426, -4.96532], [-0.31064, -3.09436, -5.61368], [0.75881, -2.26225, -5.86528], [0.65871, -0.94389, -5.44051], [-0.49118, -0.44729, -4.86183], [-2.16993, -3.39117, -4.64416], [-0.21462, -4.15827, -5.79967], [1.65869, -2.58808, -6.36729], [1.39285, -0.21416, -5.75592], [-0.64255, 0.62473, -4.85118], [1.01569, -1.93365, 2.05004], [0.98029, -1.17212, 2.98889], [1.77192, -0.25905, 3.13675], [-0.10894, -1.26670, 3.98103], [-0.34769, -0.19590, 4.83070], [-1.38098, -0.29127, 5.76365], [-2.11442, -1.45551, 5.86715], [-1.95197, -2.51550, 4.99873], [-0.90346, -2.39547, 4.09553], [0.21891, 0.72430, 4.83214], [-1.45068, 0.53840, 6.45338], [-2.71522, -1.65156, 6.75091], [-2.32991, -3.51252, 5.16095], [-0.70887, -3.26334, 3.47312], [4.14045, 5.64985, -2.16588], [3.61766, 4.55696, -2.09389], [3.00401, 4.19972, -1.11251], [3.77174, 3.63995, -3.20892], [4.57115, 3.98699, -4.29239], [4.82433, 3.13813, -5.33536], [4.29086, 1.85633, -5.29829], [3.35449, 1.54148, -4.29897], [3.06479, 2.44702, -3.29207], [5.02782, 4.97030, -4.29010], [5.49664, 3.40930, -6.13726], [4.54737, 1.10278, -6.03133], [2.77429, 0.63412, -4.31057], [2.32975, 2.14827, -2.55531], [-0.07138, 8.91721, -1.31777], [-0.78061, 9.31871, -0.43165], [-1.12682, 10.47072, -0.31688], [-1.25305, 8.35306, 0.56240], [-2.15632, 8.72376, 1.55170], [-2.58273, 7.79878, 2.48356], [-2.09606, 6.51486, 2.52828], [-1.18146, 6.16384, 1.54037], [-0.69488, 7.06131, 0.60203], [-2.64941, 9.68341, 1.47269], [-3.43460, 8.03849, 3.11119], [-2.34768, 5.74446, 3.24311], [-0.80598, 5.14716, 1.53610], [0.00519, 6.72605, -0.14930], [0.75611, -5.13079, 0.63945], [1.80583, -5.92917, 1.39042], [2.33023, -7.09641, 0.72550], [3.58720, -6.92803, -0.34596], [2.88562, -5.72352, -1.45449], [4.63845, -6.36576, 0.47409], [3.70615, -8.21439, -0.99070], [1.04430, -4.25564, 0.05289], [0.10857, -4.59668, 1.34649], [0.10718, -5.74504, 0.02179], [2.60367, -5.29762, 1.78162], [1.26209, -6.36267, 2.22841], [1.88611, -6.03120, -1.73978], [3.53641, -5.64229, -2.32516], [2.97931, -4.77133, -0.94073], [7.96114, -2.43557, -4.99990], [6.69293, -1.69269, -4.56310], [6.13115, -2.45488, -3.46122], [4.67068, -1.95391, -2.99766], [5.26721, -0.64851, -1.85843], [3.90296, -1.46764, -4.09972], [4.11374, -2.96979, -2.12547], [8.40071, -2.08280, -5.92573], [7.65661, -3.48557, -5.01900], [8.70811, -2.48341, -4.20498], [6.91316, -0.66833, -4.25811], [5.97242, -1.65129, -5.37612], [5.70002, 0.09774, -2.51753], [6.01981, -1.08236, -1.20825], [4.34865, -0.46275, -1.30145], [-5.50707, 0.86842, 0.50413], [-5.78806, -0.62568, 0.52906], [-5.05052, -1.17384, 1.65887], [-4.08222, -2.40290, 1.36247], [-2.78204, -1.60146, 0.38896], [-3.52530, -2.86937, 2.60043], [-4.72134, -3.29538, 0.42004], [-5.34280, 1.22875, 1.51430], [-6.35140, 1.42245, 0.08696], [-4.67651, 1.09946, -0.16396], [-6.81159, -0.88695, 0.79169], [-5.58298, -1.01554, -0.46718], [-3.09917, -0.76034, -0.22126], [-2.17453, -2.30585, -0.17067], [-2.17356, -1.17877, 1.19509], [2.95467, 1.78913, 7.08592], [2.99874, 2.11780, 5.59914], [2.59446, 3.48862, 5.45192], [1.74496, 3.81699, 4.11317], [2.97649, 3.47722, 2.81684], [0.81930, 2.73363, 3.87211], [1.36103, 5.19891, 4.15558], [3.74989, 2.21804, 7.69507], [3.01786, 0.70611, 7.20759], [1.99303, 2.13682, 7.46444], [4.00482, 1.97138, 5.20602], [2.29219, 1.40530, 5.17917], [3.82833, 4.12427, 3.01233], [2.47964, 3.81172, 1.90474], [3.16656, 2.41354, 2.71960], [0.65478, -2.13501, -2.12753], [0.08822, -1.06835, -1.42201], [0.76392, -0.05498, -0.91115], [1.94520, 0.17484, -0.98201], [-0.14536, 0.71824, -0.32241], [0.34182, 1.80828, 0.43699], [1.66315, -2.41680, -1.80871], [0.79437, -1.95215, -3.19128], [0.02872, -3.01877, -2.03348], [1.24720, 1.53707, 0.98052], [-0.39124, 2.28263, 1.08220], [0.69507, 2.60246, -0.23159]],
  "atomic_forces_ev_per_a": [[-0.649, 0.473, -0.083], [-0.637, -0.067, -0.307], [0.776, -0.237, 0.458], [1.401, -0.331, -0.986], [0.752, -0.178, -0.149], [-0.140, 0.540, 0.161], [-0.546, 0.339, -0.566], [0.253, -0.816, 0.588], [-1.478, -0.278, 0.587], [-0.256, 0.007, 0.162], [-0.074, -0.215, 0.172], [0.551, 0.046, 0.085], [-0.019, 0.277, 0.120], [0.245, 0.609, -0.236], [0.166, 0.822, 0.157], [-1.098, -0.735, -0.374], [0.180, -0.695, -0.001], [-0.453, 0.216, 1.433], [0.348, -0.492, -1.278], [1.019, -0.271, -0.529], [-0.806, 0.202, -0.131], [0.481, -0.310, 0.082], [0.347, 0.092, -0.287], [0.515, -0.146, -1.553], [-0.323, -0.360, 0.446], [0.046, 0.290, -0.161], [-0.231, -0.088, 0.164], [0.001, 0.078, -0.218], [0.172, 0.078, -0.007], [-0.363, 0.597, -0.759], [0.145, -0.060, 0.198], [1.450, -0.544, 0.459], [-0.413, 0.164, 0.712], [0.481, -0.939, 0.050], [-0.020, 0.537, 0.341], [-0.125, 0.538, -1.087], [-1.197, 0.122, -0.807], [-0.253, 0.212, -0.099], [-0.115, 0.068, -0.265], [-0.040, -0.190, 0.056], [0.258, -0.150, 0.235], [0.089, 0.002, 0.745], [-0.342, -0.565, -0.031], [-0.057, 0.577, 0.054], [0.117, 0.070, 0.244], [-0.614, 0.084, 0.468], [-0.369, 0.392, 0.248], [1.041, 0.091, -0.473], [-0.788, -0.654, 1.183], [1.982, 0.471, 0.170], [0.109, -1.008, -1.214], [0.188, -0.136, -0.396], [-0.371, -0.164, 0.187], [-0.362, 0.477, -0.192], [-0.644, 0.226, -0.072], [0.194, 0.220, -0.149], [0.233, 0.078, -0.475], [0.197, 0.783, 0.453], [-0.520, -0.758, 0.164], [-0.252, -0.807, -1.505], [0.428, 1.572, 0.810], [0.223, -1.127, -0.153], [-0.820, -0.252, 0.509], [0.111, 0.564, -0.527], [0.007, -0.207, 0.775], [-0.006, -0.063, 0.080], [-0.025, 0.196, 0.048], [-0.038, 0.104, -0.149], [0.314, -0.251, -0.034], [0.137, 0.223, 0.189], [0.501, -0.560, -0.527], [-0.247, 0.074, 0.172], [-0.369, 0.519, 0.297], [0.649, -1.155, 1.267], [-0.356, 0.285, -1.099], [-1.124, 0.059, 0.628], [0.945, -0.287, -0.996], [0.597, -0.338, 0.224], [-0.871, 0.418, -0.463], [0.209, 0.091, 0.170], [0.303, 0.316, 0.236], [-0.433, 0.274, 0.159], [0.129, 0.040, -0.041], [0.094, 0.195, 0.008], [-0.615, 0.968, -0.095], [-0.405, 0.041, 0.321], [0.583, 0.081, -1.448], [-1.206, -0.533, 1.912], [1.153, -0.022, -0.070], [-0.277, -0.259, -1.326], [0.053, 1.247, 0.542], [0.677, -0.446, -0.302], [-0.012, -0.523, 0.341], [0.078, -0.198, 0.021], [0.164, -0.104, -0.081], [0.323, -0.121, 0.182], [-0.078, 0.061, 0.149], [0.000, -0.225, 0.001], [-0.422, 0.002, -0.020], [-0.674, -0.756, 1.221], [0.899, -0.175, -0.498], [-0.848, 0.081, -0.708], [1.115, -0.385, 3.108], [-1.028, -1.155, -1.158], [0.154, 0.032, -0.282], [0.552, 0.532, -1.312], [-0.136, -0.010, -0.080], [0.074, -0.013, -0.803], [0.083, 0.640, -0.030], [-0.061, 0.012, 0.221], [-0.067, -0.078, -0.007], [-0.346, 0.594, 0.425], [-0.023, -0.248, -0.122], [0.188, 0.923, -0.026], [-0.534, 0.006, -0.275], [-0.694, 0.795, 0.343], [0.778, -0.893, -0.156], [0.985, 0.477, -1.686], [0.409, 0.484, 1.744], [-0.834, 0.312, -0.613], [-1.071, 0.248, 2.805], [0.098, 0.046, -0.037], [-0.125, -0.152, 0.054], [0.263, -0.031, 0.313], [-0.137, 0.302, -0.274], [0.446, -0.686, 0.355], [-0.441, -0.273, -0.162], [-0.300, -0.074, 0.075], [0.247, 0.064, -0.232], [0.058, 0.018, 0.100], [0.205, -0.771, 1.436], [-0.873, 0.542, -0.987], [1.473, -1.353, -1.101], [-0.791, 1.363, 0.334], [-0.695, 0.839, 0.680], [0.201, -1.051, 0.263], [0.002, 0.236, -0.203], [-0.077, 0.010, -0.010], [0.027, -0.124, 0.157], [-0.109, 0.121, -0.282], [0.040, 0.402, -0.739], [0.232, -0.286, -0.135], [0.098, 0.061, -0.049], [0.128, -0.005, 0.409], [1.749, -1.207, -0.861], [-0.986, 0.070, 0.178], [0.181, -0.022, -0.296], [-0.002, -0.230, -0.082], [-0.753, 0.052, 0.598], [1.606, 1.179, -0.475], [-0.106, 0.301, 0.518], [-0.289, 0.532, 0.031], [0.018, 0.525, 0.222], [-0.292, -0.275, 0.344], [-0.422, -0.729, 0.030], [-0.150, -0.060, -0.185]],
  "lowdin_charge": [0.089, -0.368, 0.090, -0.144, 0.013, -0.042, -0.107, -0.066, -0.004, 0.094, 0.101, 0.100, 0.113, 0.121, 0.081, -0.294, 0.022, -0.135, -0.040, -0.044, -0.068, -0.073, -0.017, 0.040, 0.108, 0.108, 0.107, 0.118, 0.085, -0.324, 0.092, -0.133, -0.001, -0.064, -0.057, -0.090, -0.007, 0.113, 0.116, 0.115, 0.101, 0.127, 0.091, -0.334, 0.064, -0.128, -0.004, -0.070, -0.064, -0.069, -0.018, 0.080, 0.108, 0.115, 0.118, 0.115, 0.086, -0.356, 0.069, -0.136, -0.013, -0.070, -0.052, -0.071, 0.010, 0.122, 0.111, 0.107, 0.068, 0.104, 0.086, -0.371, 0.082, -0.133, -0.006, -0.076, -0.062, -0.070, 0.012, 0.119, 0.111, 0.104, 0.097, 0.116, -0.098, -0.252, -0.266, 0.647, -0.127, -0.292, -0.285, 0.053, 0.068, 0.062, 0.120, 0.119, 0.072, 0.072, 0.044, -0.056, -0.262, -0.262, 0.619, -0.072, -0.284, -0.290, 0.080, 0.083, 0.080, 0.111, 0.107, 0.055, 0.075, 0.052, -0.059, -0.233, -0.246, 0.650, -0.082, -0.256, -0.317, 0.058, 0.088, 0.077, 0.127, 0.109, 0.068, 0.041, 0.066, -0.062, -0.275, -0.246, 0.616, -0.096, -0.329, -0.260, 0.077, 0.082, 0.084, 0.127, 0.082, 0.075, 0.058, 0.065, -0.030, 0.023, -0.596, 0.126, 0.005, -0.039, 0.087, 0.068, 0.069, 0.083, 0.085, 0.089],
  "orbital_gap_ev": 8.912,
  "smiles": "O=[N+]([O-])c1ccccc1.O=[N+]([O-])c1ccccc1.O=[N+]([O-])c1ccccc1.O=[N+]([O-])c1ccccc1.O=[N+]([O-])c1ccccc1.O=[N+]([O-])c1ccccc1.CCOS(C)(=O)=O.CCOS(C)(=O)=O.CCOS(C)(=O)=O.CCOS(C)(=O)=O.COC(=O)OC",
  "molar_mass_g_mol": 1325.388,
  "total_energy_ha": -5936.2396,
  "lumo_energy_ev": -0.85
}